<w>
This record from OMol25 describes a 11-piece molecular cluster, C13H48N4O11 overall. The level of theory is ωB97M-V with the def2-TZVPD basis set.

As for the charge: 0. As for the HOMO energy: -8.356 eV.

Positions of all 76 atoms, in Å:
N  -0.91  3.39  0.59
C  0.35  3.72  0.63
N  1.09  3.81  -0.43
O  0.86  3.99  1.88
H  -1.25  3.04  -0.25
H  -1.33  3.08  1.52
H  1.98  4.06  -0.17
H  0.94  3.56  -1.37
N  -1.82  -0.23  -2.06
C  -0.89  -0.97  -2.64
N  -0.79  -0.99  -3.96
O  -0.03  -1.77  -1.90
H  -1.98  -0.23  -1.05
H  -2.12  0.69  -2.37
H  0.07  -1.48  -4.31
H  -1.22  -0.29  -4.59
C  0.21  0.35  1.06
C  0.21  -0.99  1.77
O  0.11  -2.01  0.81
H  -0.46  0.45  0.21
H  1.21  0.64  0.73
H  -0.02  1.05  1.78
H  -0.62  -1.11  2.50
H  1.12  -1.09  2.37
H  0.60  -1.77  0.03
C  1.39  1.59  -2.79
C  0.52  2.50  -3.63
O  0.17  3.70  -2.91
H  2.31  2.08  -2.48
H  1.74  0.71  -3.33
H  0.93  1.32  -1.80
H  -0.37  1.96  -3.77
H  0.82  2.81  -4.62
H  -0.45  4.25  -3.46
C  3.48  -0.83  0.24
O  3.85  -0.04  -0.84
H  4.24  -1.52  0.53
H  2.54  -1.27  -0.04
H  3.21  -0.23  1.04
H  4.06  -0.59  -1.61
C  3.82  2.58  1.95
O  3.77  2.61  0.49
H  4.73  2.07  2.19
H  2.99  2.02  2.31
H  3.83  3.62  2.23
H  3.83  1.70  0.25
C  -1.24  -4.77  -0.91
O  -1.98  -3.73  -0.12
H  -0.85  -5.50  -0.18
H  -0.36  -4.27  -1.36
H  -1.92  -5.17  -1.61
H  -1.39  -2.99  0.19
C  -3.45  -1.97  3.80
O  -4.81  -1.92  3.32
H  -3.45  -1.18  4.50
H  -2.72  -1.74  3.02
H  -3.13  -2.95  4.21
H  -4.90  -2.39  2.43
C  -3.60  0.35  0.57
O  -2.79  -0.85  0.54
H  -4.40  0.38  1.30
H  -3.87  0.68  -0.45
H  -2.87  1.09  0.80
H  -3.31  -1.47  1.05
C  2.45  -4.49  -2.55
O  2.37  -3.22  -1.80
H  1.73  -4.42  -3.38
H  2.30  -5.34  -1.90
H  3.46  -4.48  -2.92
H  1.47  -2.88  -1.81
C  -1.32  2.24  3.95
O  -2.14  2.36  2.84
H  -1.10  1.18  4.09
H  -1.58  2.80  4.83
H  -0.28  2.58  3.61
H  -3.06  2.12  3.16

Here are the Löwdin charges for atoms 1 to 5, given in e:
1 N 0.171
2 C -0.620
3 N 0.215
4 O -0.137
5 H 0.069



<x>
This record from OMol25 describes a 11-piece molecular cluster, C13H48N4O11 overall. The level of theory is ωB97M-V with the def2-TZVPD basis set.

As for the charge: 0. As for the HOMO energy: -8.820 eV.

Positions of all 76 atoms, in Å:
N  -1.72  0.27  2.21
C  -2.09  -0.97  2.02
N  -2.54  -1.19  0.81
O  -1.99  -1.91  2.99
H  -1.48  0.40  3.25
H  -2.03  1.09  1.68
H  -2.74  -2.23  0.56
H  -2.88  -0.40  0.18
N  -0.11  -1.11  -0.31
C  0.96  -0.57  0.25
N  0.75  0.20  1.24
O  2.24  -0.74  -0.14
H  -0.02  -1.78  -1.07
H  -0.99  -1.20  0.28
H  1.46  0.87  1.51
H  -0.19  0.38  1.63
C  1.52  2.93  -1.27
C  2.93  2.41  -1.56
O  2.99  2.71  -2.90
H  1.14  2.64  -0.29
H  0.75  2.52  -1.90
H  1.46  4.00  -1.36
H  3.10  1.30  -1.43
H  3.71  2.84  -0.93
H  2.74  1.89  -3.37
C  -2.08  3.58  1.97
C  -0.74  4.11  1.45
O  -0.93  4.83  0.22
H  -1.93  3.26  2.96
H  -2.46  2.76  1.37
H  -2.96  4.21  2.10
H  0.01  3.37  1.38
H  -0.39  4.82  2.15
H  -1.38  5.66  0.39
C  -0.65  -3.71  -3.24
O  -0.27  -3.56  -1.89
H  -0.75  -2.74  -3.61
H  -1.61  -4.18  -3.45
H  0.03  -4.32  -3.78
H  -0.69  -4.30  -1.42
C  -3.08  -1.85  -2.22
O  -3.73  -1.19  -3.29
H  -3.66  -1.78  -1.32
H  -2.12  -1.35  -2.00
H  -2.94  -2.90  -2.47
H  -4.40  -0.53  -2.95
C  -2.21  1.75  -1.27
O  -3.25  1.12  -0.48
H  -1.19  1.51  -1.00
H  -2.19  2.85  -1.19
H  -2.52  1.47  -2.28
H  -3.89  1.86  -0.24
C  1.07  -4.09  0.75
O  -0.08  -3.74  1.48
H  1.72  -4.46  1.46
H  1.58  -3.28  0.26
H  0.95  -4.92  0.00
H  0.14  -3.13  2.14
C  2.36  -2.24  3.31
O  1.00  -1.89  2.99
H  2.39  -3.29  3.62
H  2.69  -1.56  4.17
H  3.06  -2.28  2.49
H  1.17  -1.10  2.53
C  3.76  1.16  2.40
O  2.67  2.01  2.09
H  4.51  1.94  2.60
H  3.99  0.48  1.66
H  3.64  0.55  3.32
H  2.75  2.78  2.69
C  1.22  -0.42  -3.21
O  0.09  0.26  -2.79
H  1.44  0.03  -4.19
H  1.07  -1.49  -3.13
H  2.17  -0.26  -2.58
H  -0.34  -0.13  -2.03

Here are the Löwdin charges for atoms 1 to 5, given in e:
1 N 0.128
2 C -0.638
3 N 0.114
4 O -0.059
5 H 0.191



Order of stability, best first: <w>, <x>



<w>
This record from OMol25 describes one molecule with the formula C7H11Cl. The level of theory is ωB97M-V with the def2-TZVPD basis set.

As for the charge: 0. As for the HOMO energy: -8.821 eV.

Positions of all 19 atoms, in Å:
C  -0.26  2.65  -0.30
C  0.38  1.48  -0.36
C  -0.02  0.28  0.39
C  0.95  -0.56  0.74
C  2.42  -0.36  0.54
C  2.93  -1.09  -0.73
C  -1.52  0.06  0.72
Cl  -2.44  -1.06  -0.41
H  -1.00  2.83  0.52
H  -0.05  3.55  -0.91
H  1.37  1.41  -0.89
H  0.66  -1.47  1.05
H  2.62  0.73  0.52
H  2.98  -0.73  1.39
H  2.64  -0.53  -1.63
H  4.03  -1.13  -0.71
H  2.47  -2.09  -0.88
H  -2.00  1.04  0.69
H  -1.60  -0.36  1.76

Here are the Löwdin charges for atoms 1 to 5, given in e:
1 C 0.011
2 C -0.158
3 C -0.304
4 C -0.080
5 C -0.240



<x>
This record from OMol25 describes one molecule with the formula C7H11Cl. The level of theory is ωB97M-V with the def2-TZVPD basis set.

As for the charge: 0. As for the HOMO energy: -9.615 eV.

Positions of all 19 atoms, in Å:
C  0.07  2.28  0.12
C  -0.35  1.04  -0.07
C  -1.81  0.59  -0.64
C  -1.95  -0.92  -0.10
C  -0.57  -1.40  -0.05
C  0.26  -0.20  0.32
C  0.57  -0.28  1.83
Cl  1.76  -0.39  -0.79
H  -0.21  3.28  -0.03
H  1.17  2.37  0.48
H  -2.69  1.01  -0.31
H  -1.94  0.54  -1.71
H  -2.80  -1.46  -0.70
H  -2.11  -0.80  1.06
H  -0.16  -1.70  -1.06
H  -0.54  -2.30  0.62
H  0.86  -1.35  2.14
H  -0.29  -0.01  2.40
H  1.42  0.33  2.13

Here are the Löwdin charges for atoms 1 to 5, given in e:
1 C 0.064
2 C -0.320
3 C -0.079
4 C -0.199
5 C -0.307



Order of stability, best first: <w>, <x>



<w>
This record from OMol25 describes a 3-piece molecular cluster, C2H12NO2S overall. The level of theory is ωB97M-V with the def2-TZVPD basis set.

As for the charge: +1. As for the HOMO energy: -13.095 eV.

Positions of all 18 atoms, in Å:
C  0.15  1.71  -0.51
C  -0.67  1.97  0.70
S  -1.77  0.48  1.35
N  0.84  0.33  -0.50
H  0.96  2.52  -0.61
H  -0.57  1.95  -1.50
H  -1.18  3.01  0.82
H  -0.07  2.01  1.68
H  -3.06  0.79  1.03
H  1.80  0.42  -0.35
H  0.64  -0.09  -1.42
H  0.46  -0.28  0.22
H  2.47  -3.56  0.26
H  2.09  -2.75  1.52
O  2.17  -2.80  0.52
H  -0.23  -1.42  -2.95
H  1.18  -1.62  -3.03
O  0.47  -1.34  -2.39

Here are the Löwdin charges for atoms 1 to 5, given in e:
1 C -0.234
2 C -0.493
3 S 0.669
4 N 0.176
5 H 0.145



<x>
This record from OMol25 describes a 3-piece molecular cluster, C2H12NO2S overall. The level of theory is ωB97M-V with the def2-TZVPD basis set.

As for the charge: +1. As for the HOMO energy: -13.759 eV.

Positions of all 18 atoms, in Å:
C  -0.44  1.11  -1.41
C  -1.75  1.90  -1.62
S  -2.55  2.08  0.00
N  -0.63  -0.01  -0.43
H  0.33  1.80  -1.04
H  0.07  0.73  -2.30
H  -2.30  1.41  -2.42
H  -1.52  2.89  -2.00
H  -3.82  2.11  -0.48
H  -1.56  0.14  0.01
H  0.08  -0.03  0.30
H  -0.54  -0.88  -0.96
H  3.79  -0.99  1.58
H  5.13  -0.95  0.77
O  4.21  -0.66  0.79
H  3.12  -4.68  2.40
H  2.80  -5.99  1.73
O  2.38  -5.21  2.08

Here are the Löwdin charges for atoms 1 to 5, given in e:
1 C -0.207
2 C -0.501
3 S 0.796
4 N 0.149
5 H 0.131



Order of stability, best first: <x>, <w>



<w>
This record from OMol25 describes one molecule with the formula CH2N2P2. The level of theory is ωB97M-V with the def2-TZVPD basis set.

As for the charge: 0. As for the HOMO energy: -9.411 eV.

Positions of all 7 atoms, in Å:
C  -0.94  -0.06  0.30
N  -0.26  -1.29  -2.42
N  1.55  0.74  -0.42
P  0.13  -0.44  -1.27
P  0.55  0.53  0.88
H  -1.75  -0.56  0.84
H  0.71  1.08  2.08

Here are the Löwdin charges for atoms 1 to 5, given in e:
1 C -0.443
2 N -0.340
3 N -0.434
4 P 0.611
5 P 0.652



<x>
This record from OMol25 describes CH2N2P2 as an isolated structure. The level of theory is ωB97M-V with the def2-TZVPD basis set.

As for the charge: 0. As for the HOMO energy: -9.483 eV.

Positions of all 7 atoms, in Å:
C  -1.90  -0.14  0.21
N  -2.62  -1.00  0.09
N  0.61  0.20  -0.44
P  2.15  -0.07  -0.24
P  -0.58  1.04  0.16
H  2.48  -0.74  -1.64
H  -0.14  0.71  1.85

Here are the Löwdin charges for atoms 1 to 5, given in e:
1 C -0.536
2 N 0.081
3 N -0.828
4 P 0.736
5 P 0.643



Order of stability, best first: <x>, <w>



<w>
This record from OMol25 describes C4H9N3S as an isolated structure. The level of theory is ωB97M-V with the def2-TZVPD basis set.

As for the charge: 0. As for the HOMO energy: -8.768 eV.

Positions of all 17 atoms, in Å:
C  -0.06  -0.90  1.29
C  0.47  0.56  -0.45
C  -0.48  1.70  -0.67
C  -1.69  1.66  0.06
H  1.05  -0.81  1.72
H  -0.68  -0.15  1.90
H  -0.60  -1.90  1.56
H  -0.50  -2.81  -0.89
H  -0.49  2.57  -1.42
H  -1.93  0.94  1.27
H  -2.59  2.32  -0.35
H  3.09  -0.51  -1.13
H  1.62  -1.15  -0.82
N  -0.02  -0.72  -0.05
N  1.67  0.92  -0.56
N  2.35  -0.37  -0.41
S  -1.20  -1.36  -1.05

Here are the Löwdin charges for atoms 1 to 5, given in e:
1 C -0.226
2 C -0.521
3 C -0.139
4 C -0.045
5 H 0.130



<x>
This record from OMol25 describes C4H9N3S as an isolated structure. The level of theory is ωB97M-V with the def2-TZVPD basis set.

As for the charge: 0. As for the HOMO energy: -7.233 eV.

Positions of all 17 atoms, in Å:
C  -1.52  -0.68  -0.17
C  -0.42  0.06  0.17
C  1.79  -0.12  1.05
C  1.28  1.41  -0.83
N  -2.54  -0.13  0.49
N  -1.61  -1.88  -0.84
N  0.94  0.21  -0.17
S  -1.50  1.10  1.28
H  2.68  0.43  1.00
H  1.24  0.11  1.97
H  2.01  -1.22  1.09
H  2.33  1.22  -0.94
H  0.73  1.62  -1.71
H  1.14  2.34  -0.26
H  -3.50  -0.42  0.48
H  -0.67  -1.98  -1.18
H  -2.38  -2.07  -1.44

Here are the Löwdin charges for atoms 1 to 5, given in e:
1 C -0.585
2 C -0.471
3 C -0.050
4 C -0.120
5 N -0.248



<y>
This record from OMol25 describes one molecule with the formula C4H9N3S. The level of theory is ωB97M-V with the def2-TZVPD basis set.

As for the charge: 0. As for the HOMO energy: -7.359 eV.

Positions of all 17 atoms, in Å:
C  1.17  0.13  -0.21
C  -1.81  -0.96  0.85
C  -0.66  1.74  0.14
C  -1.05  -0.57  -0.42
N  3.45  -0.75  -0.73
N  2.75  -1.56  -1.11
N  -0.08  0.43  -0.17
S  2.51  1.01  0.01
H  -1.13  -1.11  1.68
H  -2.50  -0.09  1.12
H  -2.40  -1.79  0.84
H  0.10  2.38  0.49
H  -1.01  2.15  -0.75
H  -1.42  1.44  0.96
H  -0.60  -1.43  -0.89
H  -1.76  -0.23  -1.25
H  4.45  -0.78  -0.54

Here are the Löwdin charges for atoms 1 to 5, given in e:
1 C -0.610
2 C -0.071
3 C -0.020
4 C -0.248
5 N -0.322



Order of stability, best first: <x>, <y>, <w>